Entry 1:
This record from OMol25 describes one molecule with the formula C17H12N2OS2 in a non-equilibrium geometry. The level of theory is wB97M-V/def2-TZVPD.

As for the energy: -1636.156474 Eh. The HOMO-LUMO gap comes out at 7.011 eV. The SMILES is Cc1cc2c(c(=S)[nH]1)C(=O)N/C2=C\c1csc2ccccc12. Its net charge is 0. The LUMO energy is -0.98 eV.

XYZ file:
```
34
Properties=species:S:1:pos:R:3:forces:R:3:lowdin_charge:R:1
S -0.4470 1.6765 -5.6317 0.4 0.3 -0.3 0.678
S 1.9043 2.5390 3.3279 -0.2 -1.0 -0.1 1.016
O 1.2979 2.9619 -3.0689 -0.7 -2.2 0.7 0.052
N -1.6409 -0.2805 -4.4707 0.3 -0.8 2.9 0.056
N 1.0779 1.6930 -1.1895 -0.1 -0.3 0.6 0.156
C 1.6617 0.8820 3.9291 0.4 0.0 0.6 -0.434
C 0.8428 1.9449 -2.5122 1.7 4.3 -1.9 -0.406
C 1.2089 2.1131 1.7843 0.2 -0.2 0.6 -0.357
C 2.0374 0.3554 5.2032 -0.5 0.2 -1.0 -0.073
C -2.0642 -1.0390 -3.3518 1.4 0.9 0.1 -0.243
C -1.4457 -0.8391 -2.1151 -0.8 -0.1 -0.9 0.036
C 0.7261 -1.2407 3.2534 0.3 -0.9 1.1 -0.015
C -0.6962 0.7390 -4.3103 0.0 0.6 -0.5 -0.722
C 0.1622 0.1879 0.5163 -0.1 0.9 -0.5 0.062
C -3.1200 -2.0894 -3.5640 0.3 0.0 -0.1 -0.031
C 1.0470 0.0839 2.9390 -0.1 0.2 0.3 -0.226
C 0.8093 0.8105 1.6995 -0.2 -0.1 -0.7 -0.247
C -0.0866 0.9507 -2.9904 -1.4 -1.2 -1.5 -0.096
C 1.7109 -0.9721 5.4966 0.8 1.3 -0.1 -0.101
C -0.4544 0.1919 -1.9306 -1.3 -1.3 -0.9 -0.094
C 0.2454 0.6694 -0.7661 0.7 -1.0 3.1 -0.188
C 1.0874 -1.7406 4.5303 -0.7 -0.6 -1.1 -0.091
H 2.0414 -1.3801 6.4547 -0.3 0.0 -0.4 0.108
H -0.5251 -0.6351 0.7207 0.3 0.2 -0.2 0.109
H 1.0943 2.8929 1.0408 -0.1 -0.1 0.3 0.073
H -1.9557 -0.4433 -5.4309 0.0 0.2 0.6 0.131
H 0.2129 -1.9206 2.5486 0.5 0.6 0.4 0.114
H -3.9898 -1.6843 -4.0924 0.2 0.0 0.0 0.087
H 2.5828 0.9634 5.9191 -0.2 0.0 -0.1 0.104
H -1.7961 -1.4822 -1.3171 0.1 0.2 0.1 0.106
H -3.4648 -2.4993 -2.6025 0.3 0.1 -0.4 0.086
H -2.6748 -2.8865 -4.1833 -0.4 0.1 0.2 0.095
H 0.9022 -2.7882 4.7870 -0.1 0.3 -0.3 0.103
H 1.7085 2.2660 -0.6230 -0.6 -0.6 -0.6 0.152
```
Positions in Å, forces in eV/Å.



Entry 2:
This record from OMol25 describes one molecule with the formula C17H13BrFNO4 in a non-equilibrium geometry. The level of theory is wB97M-V/def2-TZVPD.

As for the energy: -3685.147328 Eh. The HOMO-LUMO gap comes out at 7.984 eV. The SMILES is O=C1COCC2=C1[C@@H](c1ccc(F)c(Br)c1)C1=C(O)COCC1=N2. Its net charge is 0. The LUMO energy is -0.80 eV.

XYZ file:
```
37
Properties=species:S:1:pos:R:3:forces:R:3:lowdin_charge:R:1
Br 3.4223 -0.7086 4.1731 -1.1 0.0 -0.1 0.750
F 0.6407 -1.1834 5.7106 0.0 0.3 -0.9 0.035
O -1.0020 2.8453 1.6803 1.0 0.0 -0.6 0.089
O -1.2584 -2.1616 0.0456 1.7 0.5 -1.1 0.061
O 0.8448 -2.4036 -2.8637 -0.1 0.8 0.5 -0.131
O 2.1819 4.0727 0.2017 -1.0 -0.9 -0.1 -0.118
N 2.0735 0.8773 -1.5542 -0.1 0.6 0.4 0.155
C 0.3400 -0.5834 -0.6696 0.6 0.2 -0.7 -0.048
C 2.3324 3.1842 -0.9500 0.1 1.0 0.8 -0.106
C -1.0542 -0.3161 2.5798 1.1 -0.4 1.3 -0.024
C -0.1786 0.4513 0.3371 0.5 -0.6 -0.4 -0.154
C 0.4758 -0.7907 4.4127 0.8 -0.2 0.6 -0.299
C -0.2998 -1.8836 -0.7076 -2.4 -0.7 0.9 -0.306
C 1.7977 -1.3549 -2.5796 -0.5 -0.6 0.4 -0.115
C 1.5933 -0.5358 3.6088 -0.5 0.2 -1.3 -0.558
C 1.3574 -0.3446 -1.5516 -0.8 1.0 1.2 -0.147
C 1.3282 -0.1661 2.2615 1.2 -0.3 1.0 -0.047
C 0.5436 1.7563 0.1727 0.1 2.1 -0.1 -0.046
C 0.8246 4.2010 0.7360 0.5 -0.3 -0.2 -0.090
C -0.8085 -0.6972 3.9225 -1.0 0.0 -0.6 0.017
C 0.0703 2.8923 0.8330 1.5 -2.1 -0.3 -0.183
C 0.0404 -0.0431 1.7660 -0.7 0.1 0.0 -0.219
C 0.1007 -2.9280 -1.7445 0.9 0.2 -0.2 -0.093
C 1.7041 1.8607 -0.7633 -1.8 -2.1 0.0 -0.180
H 0.9095 4.6823 1.7272 0.1 -0.4 -0.5 0.146
H 1.9941 -0.8311 -3.5195 0.0 -0.2 0.1 0.133
H -1.2575 0.6286 0.1511 0.4 -0.4 0.2 0.168
H 0.7334 -3.7026 -1.2394 -0.6 0.4 -0.2 0.145
H -1.6330 -0.9957 4.5855 0.4 0.3 -0.3 0.131
H -2.0465 -0.2997 2.1610 -0.2 0.0 0.1 0.124
H -0.8382 -3.3691 -2.1486 0.8 0.2 0.3 0.145
H 3.3997 3.0261 -1.1798 -0.4 0.4 0.3 0.142
H 0.2065 4.8486 0.1195 0.1 0.4 -0.3 0.130
H 1.8548 3.6653 -1.8068 0.0 0.0 -0.2 0.138
H -1.0956 1.9228 2.0070 -0.1 0.5 -0.2 0.093
H 2.1969 -0.0064 1.5991 -0.6 0.0 0.4 0.126
H 2.7338 -1.8024 -2.2150 0.0 0.1 -0.1 0.136
```
Positions in Å, forces in eV/Å.



Entry 3:
This record from OMol25 describes C17H13BrFeN4O8S2 as an isolated structure. The level of theory is wB97M-V/def2-TZVPD.

As for the energy: -6110.847982 Eh. The HOMO-LUMO gap (spin up / spin down) comes out at 8.299 / 8.202 eV. As for the spin multiplicity: 2. Its net charge is -1. The LUMO energy (spin up / spin down) is 2.52 / 2.41 eV.

XYZ file:
```
46
Properties=species:S:1:pos:R:3:forces:R:3:lowdin_charge:R:1
Br -0.6169 2.5578 -4.8819 0.0 0.0 0.0 0.805
Fe -1.3334 0.0654 -0.6550 -0.1 0.3 0.1 0.728
S -2.8261 -1.1554 0.9961 -0.1 0.1 0.0 0.364
S 1.8783 0.2500 0.4126 -0.1 0.0 0.0 0.614
O -3.0052 -0.3030 2.1524 -0.1 -0.1 0.0 -0.322
O -1.0832 0.9930 -2.3831 -0.1 -0.1 -0.1 -0.066
O -3.1723 -0.3462 -0.2835 0.1 0.0 -0.2 -0.368
O 2.8151 1.3396 0.4356 0.1 0.0 0.0 -0.304
O -1.3310 -1.3132 0.6771 -0.2 0.2 0.2 -0.365
O -0.9168 -1.1603 -2.1790 0.2 0.0 0.1 0.004
O 2.0757 -0.8491 -0.4892 0.1 0.0 0.0 -0.296
O -3.5133 -2.4133 1.0422 0.1 0.0 -0.1 -0.301
N 1.4722 -1.8733 5.9358 0.0 0.0 0.0 0.083
N -1.5495 1.7122 0.3941 0.1 -0.4 0.4 0.057
N 0.3906 0.8118 0.0762 0.0 0.0 -0.1 -0.110
N 0.1946 2.5248 1.7846 0.1 -0.1 -0.1 0.164
C -2.4670 2.4001 1.0465 -0.1 0.0 -0.2 -0.079
C 2.2066 -0.1545 4.3948 0.0 0.0 0.0 -0.040
C -2.0801 3.2587 2.0554 0.1 0.1 0.1 -0.047
C -0.3072 -0.2776 -4.3034 0.0 0.0 0.0 -0.136
C 0.2980 0.4840 -6.5124 0.0 0.0 0.0 -0.146
C 0.5211 -1.8415 -5.9595 0.0 0.0 0.0 -0.073
C 0.0485 -1.5706 -4.6895 0.0 0.0 0.0 -0.003
C -0.7282 3.2728 2.3760 0.0 0.0 0.0 -0.116
C 2.2898 0.3478 3.1083 0.0 0.0 0.0 -0.068
C -0.2611 1.7471 0.8034 0.1 0.0 -0.1 -0.413
C 0.6454 -0.8061 -6.8747 0.0 0.0 0.0 -0.085
C 1.6037 -1.3897 4.6303 0.0 0.0 0.0 -0.325
C 1.7821 -0.3895 2.0486 0.0 0.0 0.1 -0.289
C -0.7938 -0.1299 -2.8990 -0.1 0.0 0.0 -0.541
C 1.1697 -1.6163 2.2701 0.0 0.0 0.0 -0.050
C -0.1749 0.7504 -5.2337 0.0 0.0 0.0 -0.592
C 1.0826 -2.1118 3.5565 0.0 0.0 0.0 -0.020
H -0.0520 -2.3522 -3.9496 0.0 0.0 0.0 0.125
H 2.5998 0.4172 5.2280 0.0 0.0 0.0 0.104
H 0.7463 -2.1623 1.4382 0.0 0.0 0.0 0.107
H -3.4958 2.2406 0.7529 0.0 0.0 0.0 0.130
H 1.3407 -2.8699 5.9997 0.0 0.0 0.0 0.080
H 2.7452 1.3078 2.9108 0.0 0.0 0.0 0.106
H -0.3677 3.9092 3.1785 0.0 0.0 0.0 0.107
H -2.7983 3.8521 2.5993 0.0 0.0 0.0 0.096
H 0.5899 -3.0602 3.7363 0.0 0.0 0.0 0.113
H 1.0154 -0.9973 -7.8741 0.0 0.0 0.0 0.101
H 2.1766 -1.5453 6.5767 0.0 0.0 0.0 0.079
H 0.7942 -2.8521 -6.2321 0.0 0.0 0.0 0.102
H 0.3920 1.2981 -7.2173 0.0 0.0 0.0 0.089
```
Positions in Å, forces in eV/Å.



Question: Among the records above, which one has the highest energy?
Answer: C17H12N2OS2